Here is 10 unconnected molecules or ions with the total composition C27H44ClN12 from the OMol25 dataset. Energies are from ωB97M-V/def2-TZVPD.

Output
LUMO level = -2.59 eV
total charge = +1
energy = -2172.18331 a.u.

```
84
Properties=species:S:1:pos:R:3:forces:R:3:mulliken_charge:R:1
Cl 0.538 3.877 -0.800 -0.277 -0.167 0.104 -0.19
N -6.865 -4.637 4.383 0.284 0.180 -0.139 -0.31
N -1.583 10.219 -3.538 0.243 -0.290 -0.096 -0.40
N 2.572 -3.991 -7.887 0.107 0.077 0.334 -0.41
N -1.141 -0.951 1.835 1.216 0.842 -1.275 0.20
N -2.659 0.467 1.141 1.936 0.163 -0.726 0.17
N -0.590 -2.579 4.478 0.187 -0.140 -0.437 -0.63
N 3.721 -2.966 6.375 -0.327 0.149 0.020 -0.42
N 2.748 -7.559 3.550 -0.071 0.163 0.072 -0.42
N -3.074 0.966 -3.540 0.287 -0.225 0.036 -0.47
N -3.824 6.889 0.379 0.164 0.018 -0.316 -0.44
N -0.685 -2.894 -6.389 0.251 0.058 -0.366 -0.46
N 0.776 -0.214 0.374 -0.026 -0.248 0.982 -0.04
C -2.971 7.691 -1.962 -0.189 -0.111 0.263 -0.73
C 3.140 0.548 0.551 -0.224 0.417 0.273 -0.45
C 3.849 1.863 0.990 -0.921 -0.908 -0.004 -1.09
C 0.201 -3.356 4.162 0.116 -0.032 0.176 0.50
C 3.375 -7.407 6.085 -0.022 0.008 -0.239 -0.77
C -2.363 -0.519 1.953 -2.488 -1.388 2.425 -0.43
C 0.152 -2.099 -8.741 -0.142 0.032 0.224 -0.79
C 3.021 -7.486 4.663 0.095 -0.060 0.228 0.38
C 2.797 -3.812 -6.774 -0.001 -0.063 -0.077 0.36
C 2.923 -2.237 6.771 -0.002 -0.034 -0.028 0.36
C 1.722 0.584 1.187 1.255 0.119 -0.615 -0.15
C 1.230 -4.332 3.788 -0.126 0.121 0.060 -0.57
C -3.448 7.241 -0.649 -0.048 -0.015 0.047 0.36
C -0.774 9.478 -3.883 -0.007 0.128 -0.031 0.38
C 1.897 -1.312 7.266 0.183 -0.130 -0.056 -0.66
C -1.843 4.011 0.607 1.254 0.003 -0.186 -1.41
C -1.330 1.797 -0.619 0.200 0.348 0.709 -0.98
C -1.485 0.711 0.418 -0.473 0.919 -1.463 -0.28
C 0.262 8.538 -4.323 -0.168 0.173 0.073 -0.73
C -1.288 -0.780 -4.330 -0.261 0.360 0.252 -0.67
C -0.740 3.039 0.133 -1.116 -0.250 0.432 0.45
C -0.542 -0.156 0.835 0.358 -0.397 -0.097 -0.03
C -4.837 -3.338 3.365 -0.107 -0.125 0.052 -0.47
C -5.974 -4.066 3.935 -0.091 -0.039 0.044 0.07
C -0.309 -2.551 -7.422 -0.004 -0.044 -0.082 0.43
C 3.083 -3.589 -5.355 -0.045 -0.022 -0.176 -0.67
C -2.288 0.200 -3.887 -0.017 0.036 0.049 0.34
H -0.027 7.520 -4.065 0.005 0.002 -0.013 0.24
H 1.237 -2.139 -8.787 -0.012 -0.088 0.025 0.29
H -1.351 4.689 1.315 -0.455 0.083 -0.160 0.43
H 1.206 8.775 -3.836 -0.009 0.008 -0.004 0.26
H 1.822 0.243 2.231 -0.352 0.065 -0.158 0.24
H -2.304 2.026 -1.065 0.263 0.026 -0.077 0.49
H 1.124 -1.168 0.356 -0.148 -0.008 -0.271 0.39
H -1.614 -1.785 -4.075 -0.006 -0.015 -0.108 0.33
H 3.733 -8.375 6.429 -0.012 0.000 -0.015 0.32
H -3.353 7.031 -2.740 -0.022 0.005 0.016 0.30
H -3.041 -0.942 2.684 0.002 0.119 -0.210 0.45
H -2.624 3.460 1.145 0.015 0.161 -0.207 0.21
H 1.427 1.638 1.180 -0.282 -0.344 0.042 -0.03
H 2.241 -0.286 7.156 0.015 -0.011 0.016 0.27
H -4.786 -3.515 2.291 -0.026 -0.021 0.005 0.32
H -0.281 2.661 1.053 0.300 0.187 -0.373 0.28
H 1.421 -4.266 2.718 0.017 -0.070 0.003 0.33
H -3.911 -3.677 3.827 -0.012 0.002 0.017 0.23
H -3.518 0.989 1.053 -0.082 -0.199 0.131 0.28
H 4.158 -6.664 6.230 -0.014 0.004 -0.007 0.27
H -1.160 -0.715 -5.405 -0.029 -0.047 0.004 0.18
H 0.976 -1.444 6.699 0.008 -0.017 0.005 0.17
H -0.259 -2.743 -9.516 0.009 -0.031 0.031 0.27
H -0.334 -0.579 -3.844 -0.009 0.025 -0.005 0.28
H 3.050 0.484 -0.541 -0.023 0.123 0.219 0.30
H 1.699 -1.511 8.318 0.011 0.002 -0.005 0.29
H 3.886 -2.862 -5.251 0.007 -0.017 -0.015 0.27
H 0.901 -5.342 4.024 -0.022 0.007 -0.032 0.25
H 3.723 1.921 2.081 0.482 0.172 -0.204 0.31
H -2.236 4.589 -0.232 -0.209 -0.162 0.239 0.32
H 3.687 -0.344 0.882 -0.057 0.194 -0.014 0.34
H 2.154 -4.121 4.327 -0.029 0.044 0.034 0.18
H 0.390 8.609 -5.402 -0.007 0.001 0.007 0.30
H 2.191 -3.213 -4.857 -0.029 -0.024 -0.043 0.18
H -0.690 -1.690 2.370 -0.369 0.160 0.265 0.07
H -0.641 1.486 -1.410 -0.195 -0.169 0.239 0.30
H 2.502 -7.122 6.668 0.008 -0.013 0.002 0.26
H 4.897 1.899 0.692 -0.172 0.151 0.121 0.38
H 3.253 2.682 0.567 0.510 0.055 -0.029 0.26
H -4.957 -2.270 3.546 -0.058 -0.016 0.044 0.19
H -1.883 7.676 -1.983 -0.006 0.041 0.045 0.09
H 3.386 -4.524 -4.889 0.000 0.000 -0.016 0.27
H -3.314 8.705 -2.155 0.062 0.011 -0.007 0.42
H -0.179 -1.076 -8.915 -0.057 -0.022 0.017 0.30
```
Positions in Å, forces in eV/Å.